No. 1
Below is a cluster of 17 separate species, C26H83BN2O20 in total at a distorted geometry, with properties calculated with ωB97M-V/def2-TZVPD.

Structure (XYZ):
```
132
C26H83BN2O20 | the OMol25 dataset | ωB97M-V/def2-TZVPD
C -0.51 -2.11 3.24
C -1.36 -1.17 2.15
C -1.64 -2.14 0.85
C -0.33 0.03 1.69
C -1.03 1.50 1.48
B -0.35 2.34 0.19
N 1.00 3.04 0.25
O -1.10 2.46 -1.11
C -0.89 2.41 2.85
O -1.50 3.63 2.85
O -0.19 2.00 4.08
C -2.59 1.21 1.03
C -3.43 0.27 2.08
C -4.13 1.30 3.19
C -4.67 -0.40 1.24
N -2.60 -0.70 2.88
O -3.34 -1.83 3.11
H -0.55 -3.26 2.95
H -1.03 -2.02 4.30
H 0.60 -1.76 3.38
H -2.06 -3.18 1.26
H -2.39 -1.70 0.06
H -0.60 -2.39 0.32
H 0.60 0.18 2.39
H 0.10 -0.29 0.63
H 1.71 2.49 -0.28
H 1.29 3.16 1.25
H -0.46 2.45 -1.88
H -2.67 0.68 -0.03
H -3.16 2.26 0.92
H -4.67 2.21 2.68
H -4.90 0.62 3.79
H -3.34 1.67 3.99
H -4.88 0.32 0.32
H -4.45 -1.45 0.78
H -5.67 -0.36 1.89
C -2.64 -5.88 3.50
O -1.89 -4.69 3.66
H -2.09 -6.56 2.85
H -2.79 -6.35 4.48
H -3.61 -5.65 3.05
H -2.40 -4.10 4.24
C 4.47 0.44 0.13
O 3.52 1.25 0.80
H 4.13 0.27 -0.89
H 5.44 0.96 0.10
H 4.58 -0.51 0.65
H 3.85 1.39 1.70
C -2.33 2.76 -4.82
O -1.59 2.79 -3.62
H -1.75 3.25 -5.61
H -2.53 1.72 -5.10
H -3.28 3.30 -4.68
H -2.13 2.35 -2.94
C -1.53 -0.16 -7.64
O -1.41 1.25 -7.70
H -2.47 -0.42 -7.15
H -1.53 -0.57 -8.66
H -0.70 -0.57 -7.07
H -0.57 1.45 -8.14
C -3.81 -2.73 -6.02
O -2.40 -2.81 -6.08
H -4.18 -2.32 -6.97
H -4.22 -3.74 -5.88
H -4.11 -2.08 -5.20
H -2.10 -3.17 -5.23
C 4.77 -3.95 -0.24
O 3.82 -3.15 0.43
H 4.43 -4.13 -1.26
H 5.74 -3.43 -0.26
H 4.88 -4.91 0.28
H 4.15 -3.01 1.34
C 0.42 6.77 -0.47
O -0.94 6.41 -0.27
H 0.50 7.86 -0.46
H 1.03 6.36 0.34
H 0.76 6.39 -1.43
H -0.98 5.44 -0.27
C 1.57 3.01 -5.44
O 1.14 2.12 -6.44
H 2.63 3.25 -5.60
H 0.99 3.93 -5.50
H 1.45 2.55 -4.46
H 0.20 1.93 -6.28
C -5.01 4.29 5.63
O -5.54 3.00 5.43
H -3.96 4.19 5.92
H -5.07 4.86 4.70
H -5.56 4.79 6.42
H -6.47 3.11 5.17
C 3.07 -5.69 -3.53
O 2.12 -4.89 -2.85
H 2.73 -5.87 -4.55
H 4.03 -5.18 -3.55
H 3.17 -6.65 -3.01
H 2.45 -4.75 -1.95
C 4.59 -3.74 4.56
O 4.94 -2.80 3.56
H 4.14 -4.61 4.08
H 5.49 -4.05 5.10
H 3.87 -3.30 5.25
H 5.34 -2.04 4.02
C -3.73 -5.54 7.57
O -4.16 -6.44 6.57
H -2.68 -5.30 7.41
H -4.32 -4.62 7.52
H -3.85 -6.00 8.55
H -5.10 -6.62 6.74
C 3.16 4.70 -2.25
O 3.90 4.73 -1.05
H 3.74 5.18 -3.04
H 2.96 3.66 -2.53
H 2.22 5.23 -2.11
H 3.37 4.29 -0.37
C 5.85 4.32 -5.62
O 4.67 3.58 -5.84
H 5.78 4.82 -4.65
H 6.71 3.64 -5.61
H 5.98 5.06 -6.41
H 4.76 3.14 -6.71
C 6.46 -6.54 2.17
O 7.20 -5.35 2.32
H 7.01 -7.22 1.51
H 6.31 -7.01 3.14
H 5.49 -6.30 1.71
H 6.69 -4.76 2.91
C -3.84 5.17 1.28
O -3.72 6.58 1.22
H -4.78 4.91 1.77
H -3.83 4.76 0.26
H -3.00 4.75 1.85
H -2.88 6.78 0.78
```

Output
Spin multiplicity: 2
<S²>: 0.755
E_HOMO (spin up / spin down) (eV): -4.6 / -4.6
Net charge: -1


No. 2
Below is a structure of composition C26H84B3N6O6Y at a distorted geometry, with properties calculated with ωB97M-V/def2-TZVPD.

Structure (XYZ):
```
126
C26H84B3N6O6Y | the OMol25 dataset | ωB97M-V/def2-TZVPD
Y -11.09 -7.87 13.82
C -7.42 -13.38 15.32
N -8.87 -13.93 15.15
C -9.01 -15.18 16.03
C -9.93 -12.92 15.73
C -9.19 -14.33 13.67
C -9.49 -13.11 12.70
O -8.51 -12.12 12.73
H -7.21 -12.54 14.65
H -6.81 -14.21 14.96
H -7.21 -13.21 16.38
H -8.85 -14.85 17.05
H -8.27 -15.91 15.69
H -10.01 -15.59 15.89
H -10.90 -13.32 15.44
H -9.76 -11.91 15.35
H -9.79 -12.99 16.81
H -10.09 -14.93 13.75
H -8.42 -14.97 13.25
H -10.51 -12.76 12.83
H -9.60 -13.50 11.68
H -8.86 -11.27 12.42
C -4.99 -8.40 16.20
N -5.63 -8.65 14.76
C -6.79 -9.65 15.05
C -6.30 -7.37 14.25
C -4.68 -9.04 13.63
C -4.40 -10.54 13.66
O -3.97 -11.09 14.85
H -5.84 -8.21 16.84
H -4.38 -7.50 16.06
H -4.40 -9.25 16.53
H -6.25 -10.46 15.54
H -7.24 -10.02 14.12
H -7.47 -9.12 15.72
H -6.76 -7.53 13.28
H -5.55 -6.58 14.13
H -7.05 -6.92 14.90
H -3.73 -8.53 13.78
H -5.09 -8.72 12.67
H -3.59 -10.81 12.98
H -5.24 -11.09 13.23
H -3.82 -12.03 14.79
B -9.47 -9.23 12.58
H -8.76 -9.89 12.10
H -9.29 -9.14 13.64
H -9.50 -8.25 12.14
H -10.48 -9.61 12.47
B -10.79 -9.13 15.80
H -10.70 -9.89 16.55
H -10.87 -9.65 14.86
H -11.64 -8.47 15.91
H -9.86 -8.58 15.73
B -9.69 -6.07 14.46
H -10.16 -6.47 15.34
H -9.20 -6.90 13.97
H -10.47 -5.70 13.81
H -9.02 -5.27 14.75
C -14.03 -5.33 16.54
C -13.94 -6.57 15.59
C -15.15 -6.66 14.64
O -15.27 -7.96 14.06
C -16.43 -8.12 13.27
N -12.69 -6.33 14.88
H -13.92 -4.35 16.07
H -13.21 -5.34 17.27
H -14.91 -5.23 17.17
H -13.92 -7.44 16.24
H -15.20 -5.90 13.86
H -16.07 -6.48 15.20
H -17.29 -8.18 13.93
H -16.40 -9.10 12.79
H -16.57 -7.40 12.46
H -12.35 -5.55 15.42
H -13.03 -5.87 14.04
C -12.29 -10.61 20.02
C -11.57 -11.80 19.40
C -12.37 -12.75 18.51
O -13.44 -13.29 19.27
C -14.25 -14.17 18.50
N -10.40 -11.31 18.59
H -11.63 -9.88 20.49
H -12.96 -10.89 20.84
H -12.83 -10.14 19.20
H -11.09 -12.39 20.19
H -11.74 -13.55 18.12
H -12.77 -12.19 17.67
H -15.00 -14.56 19.20
H -13.71 -15.03 18.09
H -14.74 -13.63 17.69
H -10.73 -10.68 17.87
H -9.80 -10.82 19.24
C -7.84 -8.01 20.21
C -8.01 -8.45 18.78
C -7.52 -9.94 18.62
O -6.07 -9.90 18.49
C -5.56 -11.23 18.42
N -9.44 -8.34 18.48
H -8.28 -7.01 20.24
H -6.79 -7.87 20.44
H -8.36 -8.60 20.97
H -7.44 -7.68 18.25
H -7.91 -10.39 17.71
H -7.84 -10.62 19.41
H -5.83 -11.79 19.31
H -4.47 -11.29 18.31
H -5.91 -11.75 17.53
H -9.64 -8.81 17.61
H -9.54 -7.38 18.19
C -13.40 -11.04 14.79
C -12.95 -10.61 13.36
C -13.85 -11.19 12.33
O -13.44 -10.90 10.95
C -12.31 -11.62 10.53
N -13.00 -9.17 13.40
H -12.93 -10.50 15.62
H -13.21 -12.07 15.09
H -14.46 -10.82 14.95
H -11.95 -10.99 13.20
H -14.88 -10.87 12.47
H -13.95 -12.27 12.48
H -12.30 -12.67 10.82
H -11.47 -11.21 11.10
H -12.20 -11.50 9.45
H -13.89 -8.93 13.82
H -13.33 -8.89 12.49
```

Output
E_HOMO (eV): -13.2
Net charge: +2


No. 3
Below is a structure of composition C27H15Cl2F6IrN5O8S2 at a distorted geometry, with properties calculated with ωB97M-V/def2-TZVPD.

Structure (XYZ):
```
66
C27H15Cl2F6IrN5O8S2 | the OMol25 dataset | ωB97M-V/def2-TZVPD
Ir -0.18 0.40 0.23
Cl 6.64 -0.78 0.76
C 5.05 -0.63 0.09
C 3.96 -0.59 0.95
C 2.68 -0.49 0.42
N 1.47 -0.53 1.13
C 1.39 -0.74 2.47
O 2.31 -0.98 3.24
C -0.02 -0.70 2.93
C -0.34 -0.68 4.27
C -1.67 -0.60 4.63
C -2.64 -0.60 3.64
C -2.24 -0.65 2.32
N -0.94 -0.68 1.97
C 2.50 -0.38 -0.93
C 3.58 -0.43 -1.80
C 4.86 -0.58 -1.28
Cl 6.19 -0.69 -2.37
N 1.14 -0.27 -1.29
C 0.69 -0.42 -2.54
O 1.33 -0.68 -3.54
C -0.77 -0.31 -2.56
C -1.47 -0.23 -3.75
C -2.85 -0.13 -3.70
C -3.48 -0.13 -2.46
C -2.71 -0.23 -1.33
N -1.37 -0.31 -1.37
H 4.10 -0.63 2.02
H 0.47 -0.71 4.99
H -1.95 -0.55 5.68
H -3.69 -0.56 3.88
H -2.96 -0.69 1.52
H 3.43 -0.38 -2.86
H -0.92 -0.26 -4.67
H -3.42 -0.03 -4.61
H -4.55 -0.06 -2.38
H -3.17 -0.25 -0.35
O -1.72 2.43 -1.87
C -2.18 2.36 -0.75
O -1.64 1.76 0.29
C -3.53 2.94 -0.46
C -4.00 3.99 -1.23
C -5.27 4.51 -0.99
C -6.06 3.98 0.02
C -5.59 2.92 0.79
C -4.33 2.41 0.55
H -3.38 4.39 -2.02
H -5.63 5.34 -1.59
H -7.04 4.40 0.21
H -6.21 2.50 1.57
H -3.94 1.60 1.16
F 3.55 2.89 0.53
C 2.85 3.03 1.66
F 3.19 2.05 2.48
F 3.14 4.20 2.19
S 1.02 2.88 1.22
O 0.53 1.75 2.04
O 1.05 2.53 -0.18
N 0.35 4.25 1.52
S 0.14 4.54 3.10
O 1.05 3.79 3.91
O -0.04 5.93 3.34
C -1.55 3.84 3.46
F -1.58 2.51 3.56
F -2.41 4.21 2.52
F -1.96 4.35 4.63
```

Output
Energy above the lowest of the compared OMol25 structures with the same formula, charge and spin (eV): 3.171
Spin multiplicity: 2
<S²>: 0.755
E_HOMO (spin up / spin down) (eV): -8.2 / -8.2
Net charge: 0